89
Properties=species:S:1:pos:R:3 method="wB97M-V/def2-TZVPD" multiplicity=6 total_energy_ha=-2872.4626 charge=+2
Ir -1.6333 0.6507 -0.5633
C -4.0202 -2.8030 1.2954
C -2.6938 -2.6298 1.5302
C -1.5187 -3.1799 0.7490
C -0.8595 -2.4595 -0.5110
C -1.4677 -1.2915 -1.3061
C -2.8797 -1.1427 -1.5373
C -3.8307 -2.2992 -1.3078
C -4.6901 -2.5434 -0.0447
C -0.7031 2.3424 -0.3040
H -4.7999 -2.8072 2.0857
H -2.3693 -1.7475 2.0924
H -1.7334 -4.2215 0.4567
H -0.6928 -3.1934 1.4574
H 0.1167 -2.0858 -0.1540
H -0.6724 -3.2228 -1.2933
H -0.8875 -1.1833 -2.2400
H -3.1491 -0.5132 -2.4049
H -3.3466 -3.2691 -1.5052
H -4.5898 -2.1366 -2.0873
H -5.4727 -1.7703 -0.0126
H -5.2338 -3.4620 -0.2620
H -0.6119 2.6501 0.7439
H -1.2837 3.0742 -0.8824
H 0.3120 2.2101 -0.7150
P 2.4473 0.2807 1.3513
P 2.0611 0.6992 -1.3584
C 2.8435 -1.1618 0.3677
C 2.6782 -0.9666 -0.9656
C 4.0434 0.6195 2.2825
C 5.1055 -0.2954 2.3432
C 6.2569 -0.0162 3.1073
C 6.3884 1.2032 3.7848
C 5.3498 2.1507 3.6853
C 4.1909 1.8543 2.9666
C 1.3783 -0.3427 2.6900
C 0.0024 -0.2219 2.4139
C -0.8850 -0.0981 3.4732
C -0.4690 -0.5033 4.7601
C 0.8766 -0.7964 5.0038
C 1.8133 -0.6894 3.9818
C 3.7059 1.4180 -2.0264
C 4.7292 1.7911 -1.1273
C 5.9916 2.1515 -1.6094
C 6.2294 2.2376 -2.9853
C 5.2106 1.9110 -3.8789
C 3.9685 1.4840 -3.3993
C 1.1841 0.5340 -2.9446
C 0.6787 1.7111 -3.5261
C 0.1018 1.6602 -4.7897
C 0.0033 0.4350 -5.4597
C 0.5145 -0.7327 -4.8873
C 1.0894 -0.6872 -3.6147
H 3.2895 -2.0563 0.8497
H 3.0473 -1.6478 -1.7309
H 5.0679 -1.2435 1.7980
H 7.0741 -0.7472 3.1779
H 7.2836 1.4208 4.3824
H 5.4623 3.1248 4.1783
H 3.3953 2.6017 2.9404
H -0.3579 -0.1657 1.3675
H -1.8645 0.3499 3.2927
H -1.1951 -0.6249 5.5674
H 1.2169 -1.1024 5.9993
H 2.8682 -0.8427 4.2227
H 4.5456 1.7688 -0.0479
H 6.7968 2.3622 -0.9094
H 7.1947 2.5617 -3.3647
H 5.3701 1.9648 -4.9572
H 3.2066 1.1778 -4.1205
H 0.7644 2.6598 -2.9821
H -0.2497 2.5839 -5.2479
H -0.4791 0.3969 -6.4387
H 0.4735 -1.6833 -5.4199
H 1.4847 -1.5948 -3.1489
Cl -5.6199 0.3853 -2.3199
C -6.0197 0.4255 -0.6387
C -7.3500 0.1795 -0.2758
C -7.7220 0.2500 1.0724
C -6.7354 0.5510 2.0357
C -5.4077 0.7053 1.6744
C -5.0114 0.7453 0.3143
C -3.6717 1.3905 0.0204
H -8.0421 -0.1186 -1.0682
H -8.7842 0.1408 1.3686
H -7.0216 0.6060 3.0842
H -4.6515 0.9238 2.4357
H -3.4182 2.0117 0.9035
H -3.7177 1.9439 -0.9334



97
Properties=species:S:1:pos:R:3 method="wB97M-V/def2-TZVPD" multiplicity=1 total_energy_ha=-3580.3065 charge=+2
Sn -1.2326 1.4677 2.1219
O -2.0488 -1.8650 0.1550
C -2.9812 -1.1706 0.3939
C -3.9403 -0.5741 -0.5765
C -4.7687 -1.4450 -1.2704
C -5.7298 -0.9369 -2.1317
C -5.8576 0.4344 -2.2982
C -5.0105 1.3032 -1.6248
C -4.0378 0.8088 -0.7609
P -2.8371 1.9825 -0.0602
C -3.7635 3.4582 0.3676
C -4.4816 3.4404 1.5674
C -5.2834 4.5169 1.9063
C -5.3590 5.6121 1.0529
C -4.6301 5.6372 -0.1304
C -3.8264 4.5615 -0.4795
C -1.7084 2.4300 -1.3935
C -1.7738 1.8713 -2.6662
C -0.8063 2.2013 -3.6091
C 0.2187 3.0804 -3.2848
C 0.2821 3.6489 -2.0156
C -0.6774 3.3225 -1.0717
H -4.6689 -2.5143 -1.1237
H -6.3851 -1.6125 -2.6676
H -6.6152 0.8336 -2.9608
H -5.1037 2.3721 -1.7777
H -4.4270 2.5831 2.2264
H -5.8460 4.5065 2.8317
H -5.9900 6.4533 1.3131
H -4.6837 6.5000 -0.7826
H -3.2544 4.5846 -1.4002
H -2.5665 1.1795 -2.9261
H -0.8571 1.7689 -4.6012
H 0.9669 3.3338 -4.0268
H 1.0741 4.3462 -1.7673
H -0.6399 3.7828 -0.0872
C -2.7933 -7.2630 2.8621
C -2.7039 -5.7652 2.8993
C -1.5192 -5.1108 2.5599
C -1.4293 -3.7333 2.5945
C -2.5572 -3.0203 2.9966
C -3.7622 -3.6368 3.3522
C -3.8176 -5.0101 3.2940
S -2.5126 -1.3128 3.0291
O -3.2464 -0.7144 4.0861
O -3.3518 -0.7945 1.7043
O -1.1509 -0.8231 2.7711
H -1.8948 -7.7115 2.4416
H -3.6521 -7.5831 2.2709
H -2.9321 -7.6562 3.8716
H -0.6535 -5.6901 2.2620
H -0.5191 -3.2202 2.3151
H -4.6131 -3.0521 3.6840
H -4.7349 -5.5176 3.5704
C 4.5876 2.1865 1.9025
C 4.7519 2.0420 0.3838
C 6.0646 2.7544 0.0148
C 3.6063 2.7631 -0.3368
C 4.8432 0.5373 -0.0283
O 6.0254 -0.0458 0.5159
C 4.7687 0.3608 -1.5600
C 5.3335 -0.9652 -2.1019
C 4.3947 -2.1445 -1.9652
C 4.7102 -3.2274 -1.1506
C 3.8363 -4.2987 -1.0021
C 2.6334 -4.2869 -1.6854
Cl 1.5229 -5.6082 -1.4980
C 2.3050 -3.2334 -2.5254
C 3.1865 -2.1729 -2.6579
C 3.8157 -0.3884 0.6639
N 2.3930 -0.0580 0.5072
C 1.5702 0.4422 1.4051
N 0.3727 0.6259 0.8433
C 0.5443 0.1968 -0.4498
N 1.7525 -0.2277 -0.6804
H 4.8465 3.2025 2.2075
H 5.2540 1.5040 2.4342
H 3.5619 2.0133 2.2358
H 5.9359 3.8314 0.1381
H 6.3692 2.5849 -1.0194
H 6.8798 2.4553 0.6758
H 3.5416 3.7892 0.0365
H 2.6293 2.2925 -0.1788
H 3.7776 2.8165 -1.4141
H 6.8013 0.3421 0.0967
H 5.3040 1.1826 -2.0362
H 3.7249 0.4522 -1.8691
H 6.2719 -1.2021 -1.6030
H 5.5694 -0.8227 -3.1585
H 5.6525 -3.2343 -0.6119
H 4.0915 -5.1394 -0.3682
H 1.3697 -3.2532 -3.0728
H 2.9261 -1.3488 -3.3157
H 4.0244 -0.4307 1.7307
H 3.9554 -1.3812 0.2484
H 1.8238 0.6238 2.4365
H -0.2352 0.1820 -1.1931



96
Properties=species:S:1:pos:R:3 method="wB97M-V/def2-TZVPD" smiles=Fc1ccccc1.Fc1ccccc1.Fc1ccccc1.Fc1ccccc1.Fc1ccccc1.CC#N.CC#N.CC#N.CC#N.CC#N.CC#N multiplicity=1 total_energy_ha=-2453.9661 charge=0
F -4.8990 -4.1593 -2.4573
C -4.5628 -3.2600 -1.5328
C -5.6444 -2.5236 -0.8991
C -5.3117 -1.5476 0.0801
C -3.9250 -1.1622 0.2315
C -2.9814 -1.9565 -0.3372
C -3.2593 -3.0225 -1.1470
H -6.6680 -2.7897 -1.1177
H -6.0619 -1.0518 0.6783
H -3.5920 -0.3790 0.8964
H -1.9317 -1.8005 -0.1365
H -2.4891 -3.7124 -1.4588
F 1.0504 -0.6260 1.6935
C 0.2810 0.2533 2.3576
C 0.6026 1.6240 2.3911
C -0.2197 2.5391 3.0136
C -1.4027 2.1246 3.5961
C -1.7632 0.7314 3.5421
C -0.8488 -0.1692 3.0017
H 1.4815 2.0282 1.9109
H 0.2047 3.5321 3.0218
H -2.0812 2.8511 4.0183
H -2.7301 0.3784 3.8692
H -1.1694 -1.1916 2.8664
F 2.7258 7.3932 1.4461
C 2.7668 6.0844 1.0699
C 3.6002 5.2569 1.8553
C 3.7333 3.9029 1.5626
C 3.0997 3.4144 0.4089
C 2.1951 4.2560 -0.2641
C 2.0262 5.6332 -0.0248
H 4.1235 5.6857 2.6970
H 4.4627 3.4079 2.1865
H 3.1487 2.3581 0.1892
H 1.7179 3.8692 -1.1523
H 1.3572 6.1891 -0.6650
F -0.6797 -7.8983 3.1196
C -0.7525 -6.5847 2.9011
C -0.6858 -6.1422 1.5853
C -0.9729 -4.7980 1.3050
C -1.3080 -3.9447 2.3842
C -1.2496 -4.3532 3.7126
C -0.9786 -5.7017 4.0060
H -0.3569 -6.7750 0.7741
H -0.9046 -4.4581 0.2822
H -1.6701 -2.9703 2.0914
H -1.4362 -3.6238 4.4869
H -0.9577 -6.0339 5.0335
F -4.5651 2.0249 0.6731
C -3.5596 2.9036 0.3381
C -3.8370 4.3083 0.2393
C -2.9116 5.1711 -0.3251
C -1.7207 4.5943 -0.8528
C -1.3885 3.2504 -0.6743
C -2.2970 2.4034 -0.0333
H -4.7434 4.7296 0.6483
H -3.1572 6.2160 -0.4445
H -1.0511 5.2586 -1.3788
H -0.4632 2.8988 -1.1063
H -2.1184 1.3461 0.0957
C 5.4080 -2.8686 -1.2570
C 4.7683 -1.5504 -1.0321
N 4.2627 -0.5149 -0.8674
H 4.6419 -3.6439 -1.2665
H 6.0752 -3.0120 -0.4070
H 6.0697 -2.8530 -2.1230
C 4.9279 1.9642 -2.7084
C 3.5502 2.2213 -3.1879
N 2.4948 2.4320 -3.5430
H 5.1287 2.3679 -1.7161
H 5.7379 2.3041 -3.3538
H 5.1647 0.9002 -2.7032
C 1.0566 -0.7175 -4.7288
C 1.6148 -0.8358 -6.0760
N 2.1038 -0.9271 -7.1402
H 1.6161 -1.1813 -3.9165
H 0.0323 -1.0878 -4.7714
H 0.9885 0.3503 -4.5208
C 3.0030 -2.5397 2.1790
C 2.9051 -3.6381 3.1390
N 2.8318 -4.4837 3.9944
H 2.8395 -1.6687 2.8137
H 2.1911 -2.6864 1.4667
H 4.0163 -2.4140 1.7974
C -4.0498 -0.3221 -3.4312
C -2.7442 0.2217 -3.4799
N -1.6779 0.7098 -3.5140
H -4.5508 0.0177 -2.5248
H -3.9169 -1.4021 -3.4963
H -4.7273 -0.0127 -4.2271
C 0.9185 0.2976 -0.9052
C 0.6515 -1.1109 -0.8886
N 0.4764 -2.2826 -0.8971
H 0.1214 0.8618 -0.4211
H 0.8763 0.5596 -1.9624
H 1.9231 0.5633 -0.5762